[1]
Entry from OMol25: the ion C5H6O6P with charge -1 in a non-equilibrium geometry (ωB97M-V with the def2-TZVPD basis set).

```
18
Properties=species:S:1:pos:R:3
O -1.02 -1.18 3.12
C -0.27 -0.81 2.32
C 0.42 -0.26 1.39
O 1.77 0.05 1.37
C 2.60 -0.51 0.42
O 2.13 -1.06 -0.60
P 4.34 -0.38 0.71
O 4.78 -1.05 -0.77
C -0.27 0.01 0.03
O -0.40 -1.11 -0.80
C -1.81 0.49 0.30
O -1.91 1.58 1.06
H 4.10 -1.46 -1.33
H 0.31 0.79 -0.41
H 0.67 -1.26 -0.93
H -2.15 -0.49 0.70
H -2.25 0.67 -0.65
H -1.43 1.41 1.98
```

Output
* Kohn-Sham gap: 5.92 eV
* DFT total energy: -986.8988 Eh
* LUMO energy: 3.2 eV
* SMILES string: O=C=C(O/C([O-])=P/O)[C@@H](O)CO
* ΔE to the lowest compared entry with this formula, charge and spin: 70.0 kcal/mol
* max |F|: 5.02 eV Å⁻¹
* HOMO: -2.76 eV
* total charge: -1

---

[2]
Entry from OMol25: a cluster of 8 separate species, C42H106N6O14 in total in a non-equilibrium geometry (ωB97M-V with the def2-TZVPD basis set).

```
168
Properties=species:S:1:pos:R:3
C 3.73 -2.76 1.82
O 4.18 -4.02 2.36
C 4.92 -4.86 1.51
C 4.30 -6.27 1.70
N 5.09 -7.31 1.11
C 4.56 -8.65 1.21
C 5.31 -9.53 0.16
O 5.33 -9.04 -1.17
C 5.32 -10.01 -2.17
H 4.54 -2.18 1.38
H 3.19 -2.28 2.62
H 3.04 -2.91 0.99
H 5.96 -4.78 1.81
H 4.88 -4.68 0.43
H 3.24 -6.18 1.44
H 4.39 -6.49 2.77
H 5.39 -7.17 0.15
H 3.50 -8.78 0.96
H 4.80 -9.15 2.15
H 4.77 -10.48 0.28
H 6.33 -9.76 0.47
H 6.00 -10.83 -1.92
H 5.77 -9.55 -3.05
H 4.28 -10.34 -2.29
C -6.38 -0.01 3.30
O -5.74 0.84 2.34
C -4.38 0.43 2.10
C -3.64 1.33 1.20
N -4.16 1.09 -0.13
C -4.23 2.25 -0.98
C -4.83 1.88 -2.32
O -6.08 1.24 -2.24
C -6.68 1.14 -3.52
H -5.73 -0.29 4.13
H -6.65 -0.92 2.76
H -7.30 0.46 3.62
H -4.40 -0.60 1.75
H -3.94 0.45 3.10
H -2.58 1.09 1.30
H -3.79 2.37 1.51
H -5.00 0.53 -0.17
H -3.26 2.72 -1.15
H -4.79 3.09 -0.56
H -4.26 1.14 -2.91
H -4.82 2.75 -2.99
H -6.32 0.27 -4.06
H -6.54 2.05 -4.09
H -7.76 1.07 -3.35
C 8.40 4.94 -2.01
O 9.48 4.60 -2.88
C 9.23 3.29 -3.47
C 9.21 2.15 -2.42
N 7.82 1.76 -2.22
C 7.59 0.90 -1.06
C 6.12 0.46 -0.83
O 5.64 -0.25 -1.99
C 4.28 -0.63 -1.98
H 7.47 4.37 -2.06
H 8.16 5.99 -2.21
H 8.74 4.92 -0.98
H 10.06 3.17 -4.17
H 8.30 3.23 -4.05
H 9.64 2.55 -1.50
H 9.71 1.29 -2.86
H 7.47 1.26 -3.02
H 7.87 1.37 -0.12
H 8.20 0.00 -1.15
H 5.48 1.32 -0.62
H 6.14 -0.26 -0.01
H 4.02 -0.91 -3.01
H 3.61 0.19 -1.71
H 4.14 -1.43 -1.26
C -0.87 0.85 -5.44
O -1.47 0.25 -4.32
C -0.57 -0.22 -3.34
C 0.30 0.85 -2.62
N 0.82 0.33 -1.35
C 0.10 0.71 -0.14
C 0.85 0.24 1.10
O 1.05 -1.22 1.20
C -0.20 -1.90 1.36
H -0.34 1.80 -5.33
H -1.66 0.99 -6.17
H -0.08 0.17 -5.79
H 0.09 -1.04 -3.63
H -1.19 -0.69 -2.57
H -0.35 1.68 -2.34
H 0.99 1.31 -3.33
H 0.66 -0.67 -1.41
H -0.91 0.27 -0.18
H 0.01 1.77 0.11
H 0.39 0.63 2.01
H 1.86 0.63 0.95
H -0.65 -1.83 0.37
H -0.79 -1.41 2.14
H -0.16 -2.96 1.60
C 1.62 -0.64 4.69
O 0.25 -0.20 4.91
C -0.47 -0.97 5.88
C -0.10 -0.82 7.34
N -0.24 0.60 7.67
C 0.34 0.92 8.98
C -0.04 2.26 9.63
O 0.16 3.30 8.67
C -0.03 4.62 9.25
H 2.04 -1.13 5.57
H 2.21 0.25 4.48
H 1.63 -1.23 3.77
H -0.42 -2.01 5.54
H -1.50 -0.64 5.75
H 0.92 -1.08 7.65
H -0.81 -1.43 7.89
H -0.13 1.28 6.93
H 1.42 0.85 8.85
H 0.04 0.21 9.76
H 0.51 2.46 10.55
H -1.11 2.28 9.84
H 0.18 5.27 8.40
H 0.69 4.81 10.04
H -1.07 4.69 9.58
C -3.27 9.35 -6.54
O -3.03 8.07 -5.97
C -1.72 7.85 -5.47
C -1.59 6.50 -4.79
N -1.67 5.45 -5.80
C -2.10 4.19 -5.22
C -3.62 3.99 -5.26
O -4.09 4.12 -6.58
C -5.49 3.97 -6.62
H -4.17 9.19 -7.14
H -2.44 9.82 -7.06
H -3.63 9.96 -5.71
H -1.49 8.58 -4.69
H -0.98 8.09 -6.23
H -2.39 6.46 -4.05
H -0.69 6.40 -4.18
H -2.43 5.81 -6.37
H -1.68 4.09 -4.22
H -1.62 3.42 -5.82
H -4.12 4.69 -4.59
H -3.75 2.97 -4.87
H -5.95 4.80 -6.07
H -5.69 2.98 -6.20
H -5.97 4.00 -7.60
C -5.31 -2.19 -0.66
C -3.96 -2.39 -1.35
C -4.19 -2.42 -2.87
O -3.03 -1.35 -1.05
H -5.24 -2.11 0.43
H -5.95 -3.08 -0.69
H -5.83 -1.34 -1.10
H -3.62 -3.35 -0.95
H -5.13 -1.95 -3.16
H -4.24 -3.44 -3.27
H -3.48 -1.82 -3.45
H -3.37 -0.46 -0.88
C -3.87 -3.06 4.86
C -3.53 -3.50 3.45
C -2.84 -4.91 3.32
O -4.68 -3.39 2.63
H -4.19 -3.83 5.56
H -4.68 -2.33 4.92
H -3.00 -2.57 5.29
H -2.95 -2.75 2.90
H -3.21 -5.56 4.12
H -1.76 -4.82 3.23
H -3.19 -5.37 2.40
H -5.52 -3.59 3.05
```

Output
* Kohn-Sham gap: 8.98 eV
* DFT total energy: -3045.3063 Eh
* LUMO energy: 0.6 eV
* SMILES string: COCCNCCOC.COCCNCCOC.COCCNCCOC.COCCNCCOC.COCCNCCOC.COCCNCCOC.CC(C)O.CC(C)O
* ΔE to the lowest compared entry with this formula, charge and spin: 53.5 kcal/mol
* max |F|: 2.83 eV Å⁻¹
* HOMO: -8.37 eV
* total charge: 0

---

[3]
Entry from OMol25: a structure of composition C25H44GeMnN4OSi in a non-equilibrium geometry (ωB97M-V with the def2-TZVPD basis set).

```
77
Properties=species:S:1:pos:R:3
Mn 0.70 -0.12 0.05
C 1.05 1.39 3.46
C -0.19 0.62 3.06
C -1.28 0.53 3.93
C -2.33 -0.32 3.52
C -2.30 -0.96 2.32
C -1.20 -0.84 1.48
N -0.21 0.01 1.86
N -0.98 -1.30 0.26
Si -1.85 -2.46 -0.79
C -2.87 -3.89 -0.06
C -3.11 -1.42 -1.73
C -0.60 -3.26 -1.95
H 0.77 2.19 4.11
H 1.56 1.82 2.60
H 1.80 0.74 3.96
H -1.26 1.05 4.87
H -3.21 -0.46 4.15
H -3.10 -1.74 2.15
H -3.93 -3.62 0.21
H -2.52 -4.63 0.66
H -3.05 -4.43 -0.99
H -3.83 -0.98 -0.99
H -3.71 -2.08 -2.34
H -2.76 -0.54 -2.28
H -0.92 -4.24 -2.14
H 0.41 -3.39 -1.48
H -0.49 -2.70 -2.92
O 0.07 2.11 -0.10
C -0.80 3.00 -0.22
C -0.45 4.47 -0.11
C -1.09 4.91 1.22
C -1.47 3.85 2.26
C -2.81 3.16 2.00
C -2.78 2.15 0.89
N -2.16 2.74 -0.29
H -0.83 5.04 -0.92
H 0.62 4.60 -0.13
H -2.03 5.42 1.01
H -0.46 5.72 1.70
H -1.53 4.32 3.23
H -0.61 3.08 2.51
H -3.54 3.89 1.75
H -3.09 2.61 2.91
H -3.77 1.87 0.61
H -2.23 1.30 1.27
H -2.55 3.67 -0.39
C 2.46 -3.07 0.24
Ge 3.55 -1.52 0.77
C 3.72 -1.29 2.72
C 5.35 -1.58 0.08
C 2.66 0.14 0.34
H 1.40 -2.82 0.32
H 2.84 -3.84 0.87
H 2.59 -3.35 -0.82
H 4.30 -2.07 3.19
H 2.78 -1.09 3.23
H 4.44 -0.45 2.71
H 5.80 -2.52 -0.20
H 5.98 -1.02 0.79
H 5.32 -0.98 -0.83
H 3.04 0.77 -0.52
H 2.75 0.81 1.24
C 0.71 -0.93 -6.15
C 0.87 -0.72 -4.69
C -0.12 -0.04 -4.01
C -0.05 0.10 -2.62
N 0.94 -0.41 -1.88
C 1.95 -0.99 -2.55
C 2.03 -1.10 -3.93
H 1.33 -1.70 -6.59
H 0.86 0.03 -6.66
H -0.37 -1.21 -6.30
H -1.05 0.26 -4.47
H -0.86 0.58 -2.14
H 2.82 -1.26 -1.99
H 2.88 -1.59 -4.35
```

Output
* ⟨S²⟩: 6.13
* Kohn-Sham gap (spin up / spin down): 7.42 / 7.60 eV
* DFT total energy: -4790.5349 Eh
* multiplicity: 5
* LUMO energy (spin up / spin down): -3.0 / -2.9 eV
* ΔE to the lowest compared entry with this formula, charge and spin: 17.7 kcal/mol
* max |F|: 3.06 eV Å⁻¹
* HOMO (spin up / spin down): -10.40 / -10.47 eV
* total charge: +1

---

[4]
Entry from OMol25: a cluster of 2 separate species, C3H9N3O in total in a non-equilibrium geometry (ωB97M-V with the def2-TZVPD basis set).

```
16
Properties=species:S:1:pos:R:3
H -2.62 0.83 0.16
N -1.68 0.45 0.23
C -0.74 1.21 -0.13
C 0.65 0.71 -0.15
N 1.57 1.53 0.46
N 1.05 -0.45 -0.54
C 0.21 -1.39 -1.24
H -0.86 2.26 -0.42
H 1.35 2.51 0.54
H 2.54 1.30 0.29
H -0.05 -2.20 -0.55
H -0.72 -0.97 -1.63
H 0.81 -1.81 -2.04
O -0.64 -1.66 1.79
H 0.25 -1.37 1.99
H -1.11 -0.94 1.25
```

Output
* Kohn-Sham gap: 9.32 eV
* DFT total energy: -359.1838 Eh
* LUMO energy: 0.3 eV
* SMILES string: [H]/N=C/C(N)=N\C.O
* ΔE to the lowest compared entry with this formula, charge and spin: 38.0 kcal/mol
* max |F|: 1.85 eV Å⁻¹
* HOMO: -9.06 eV
* total charge: 0

---

- What is the DFT total energy in the second record?
  -3045.3063 Eh